This record from the OMol25 dataset describes a molecular structure, C24H31N5O6PtSe2Te. The level of theory is ωB97M-V/def2-TZVPD.

Cartesian coordinates (Å):
C1 0.2660 -3.8769 -0.5782
C2 0.5523 -4.0075 0.7786
O1 3.9920 0.4306 5.3628
H1 -6.4843 1.9349 2.1087
H2 1.4647 1.9147 -1.4086
C3 0.7618 -6.2235 -0.8556
H3 4.4495 -0.7989 1.6275
O2 -2.1567 -0.1978 0.9814
H4 3.5042 -2.1711 2.2358
C4 3.0554 -0.2818 3.1860
H5 3.5198 1.2333 5.0747
N1 1.0648 3.8968 -0.8544
C5 0.6315 4.6074 0.3456
H6 -0.8090 1.5639 -1.9489
N2 -0.0917 1.9345 -0.0220
O3 -8.7854 1.9317 1.4170
N3 -8.4228 1.1171 0.5234
C6 -4.3925 0.0216 0.2257
H7 1.5081 1.8008 3.9493
O4 -9.2521 0.6349 -0.2970
H8 -7.4146 -0.5266 -1.2509
C7 -1.6382 4.2614 -0.2074
N4 -1.2610 3.5362 -1.4136
C8 3.4585 -1.1119 1.9725
C9 1.1660 2.4754 -0.5184
Se1 0.0258 -0.2215 3.2300
C10 -1.1018 2.1265 -1.0586
H9 0.1223 -4.9238 -2.4347
O5 -2.6714 -0.7220 -1.1377
C11 0.0232 4.0454 -1.8649
C12 1.0504 -6.3367 0.4955
C13 -0.4991 2.7006 1.1505
H10 0.2542 2.5993 1.9343
H11 1.3332 -7.2954 0.9129
O6 2.4317 2.0449 3.7637
H12 0.8254 -7.0959 -1.4950
H13 -1.7441 5.3249 -0.4525
H14 1.8222 -0.6054 4.9384
C14 0.3655 -5.0097 -1.3826
H15 -5.0191 -1.1487 -1.4635
C15 -5.3491 -0.4763 -0.6840
H16 -1.4488 2.3084 1.5205
H17 4.4228 -1.3462 4.5159
C16 -4.8245 0.8876 1.2466
C17 -7.0969 0.7554 0.4316
H18 2.1493 1.1802 1.9058
C18 -2.9772 -0.3282 0.0262
C19 0.9518 -5.2180 1.3084
H19 5.1341 0.0633 3.6910
N5 -0.6452 4.1233 0.8495
C20 1.8134 -0.8601 3.8735
H20 0.4382 -3.1365 1.4198
H21 3.8165 1.5713 2.3770
H22 -4.0927 1.2715 1.9465
H23 -0.0824 5.1116 -2.1027
H24 1.9396 2.3638 0.2429
H25 0.5391 5.6747 0.1082
C21 4.2275 -0.3166 4.1962
C22 -6.6668 -0.1335 -0.5785
H26 0.3247 3.4984 -2.7646
Pt1 -0.0698 -0.7038 0.7794
Se2 2.3158 -0.9690 0.3371
H27 1.3901 4.4758 1.1238
H28 -2.5947 3.8719 0.1492
Te1 -0.6028 -2.0746 -1.3525
C23 -6.1389 1.2586 1.3408
H29 -2.0644 1.7579 -0.7069
H30 1.1692 -5.3035 2.3653
H31 1.8219 -1.9515 3.7940
C24 2.8615 1.1755 2.7383

Output
ΔE to the lowest compared entry with this formula, charge and spin	1.2057	eV
molecular weight	966.1	g mol⁻¹
total charge	-2
E	-186358.887	eV

Mulliken population analysis, charges in e, atoms 1 to 5: -0.062, -0.034, -0.621, 0.457, 0.206


This record from the OMol25 dataset describes 4 unconnected molecules or ions with the total composition H8O4. The level of theory is ωB97M-V/def2-TZVPD.

Cartesian coordinates (Å):
H1 -2.8293 -2.0887 1.4895
H2 -0.7716 -0.5311 -0.0251
H3 3.7710 0.9996 0.1846
H4 -0.1693 1.1285 -1.1612
H5 -2.6394 -3.4908 0.9511
O1 3.0064 1.4048 -0.2245
O2 -3.2623 -2.7642 0.9675
H6 -0.0806 2.6324 -1.0116
O3 0.0753 -0.1543 -0.2635
O4 -0.2161 1.9431 -1.6618
H7 0.7118 -0.6477 0.2538
H8 2.4042 1.5683 0.5013

Output
ΔE to the lowest compared entry with this formula, charge and spin	1.2817	eV
molecular weight	72.1	g mol⁻¹
E	-8319.394	eV
SMILES	O.O.O.O

Mulliken population analysis, charges in e, atoms 1 to 5: 0.302, 0.300, 0.307, 0.406, 0.323